No. 1
{"formula": "C5H8O2S", "method": "wB97M-V/def2-TZVPD", "symbols": ["C", "C", "C", "C", "C", "O", "O", "S", "H", "H", "H", "H", "H", "H", "H", "H"], "positions_angstrom": [[-2.41, 0.07, -0.12], [-0.38, 1.33, -0.07], [0.22, -0.15, -0.07], [1.13, -0.61, -1.24], [0.91, -0.46, 1.29], [-1.87, 1.19, -0.04], [-0.92, -0.96, -0.06], [-3.91, -0.31, -0.32], [-0.07, 1.77, 0.95], [-0.18, 2.01, -0.86], [0.72, -0.53, -2.27], [1.38, -1.63, -0.91], [2.09, -0.09, -1.31], [0.33, -0.14, 2.16], [1.86, 0.05, 1.28], [1.10, -1.53, 1.58]], "lumo_ev": 0.6, "molar_mass_da": 132.18, "e_homo_ev": -9.44, "relative_energy_kcal_mol": 59.98, "spin_multiplicity": 1}

No. 2
{"formula": "C59H69BaN7SSbTe", "method": "wB97M-V/def2-TZVPD", "symbols": ["Ba", "C", "C", "C", "C", "C", "C", "C", "N", "C", "C", "C", "C", "C", "C", "C", "N", "C", "C", "C", "C", "H", "H", "H", "H", "H", "H", "H", "H", "H", "H", "H", "H", "H", "H", "H", "H", "H", "H", "H", "H", "H", "H", "H", "H", "C", "C", "C", "C", "C", "C", "N", "N", "C", "C", "C", "C", "C", "C", "H", "H", "H", "H", "H", "H", "H", "H", "H", "C", "C", "C", "C", "N", "C", "C", "C", "C", "C", "C", "N", "H", "H", "H", "H", "H", "H", "H", "H", "C", "C", "Sb", "C", "C", "C", "C", "H", "H", "H", "H", "H", "H", "H", "H", "H", "H", "H", "H", "H", "H", "H", "C", "Te", "C", "C", "C", "C", "C", "C", "C", "H", "H", "H", "H", "H", "H", "H", "H", "S", "C", "N", "C", "C", "C", "C", "H", "H", "H", "H", "H"], "positions_angstrom": [[0.23, 0.42, -0.64], [2.94, 3.02, 5.53], [3.93, 2.13, 4.76], [5.16, 2.96, 4.40], [4.37, 0.95, 5.64], [3.24, 1.57, 3.52], [3.75, 1.70, 2.23], [3.06, 1.16, 1.17], [1.90, 0.51, 1.29], [1.39, 0.36, 2.53], [2.04, 0.88, 3.64], [0.13, -0.41, 2.61], [-0.41, -0.84, 3.82], [-1.55, -1.64, 3.84], [-2.09, -1.99, 2.60], [-1.51, -1.51, 1.45], [-0.43, -0.73, 1.44], [-2.21, -2.10, 5.13], [-2.32, -3.63, 5.13], [-3.61, -1.48, 5.19], [-1.42, -1.67, 6.37], [3.46, 3.49, 6.37], [2.10, 2.46, 5.92], [2.56, 3.82, 4.88], [5.61, 3.34, 5.31], [4.89, 3.81, 3.77], [5.92, 2.37, 3.88], [4.85, 1.33, 6.54], [5.08, 0.32, 5.11], [3.52, 0.33, 5.94], [4.68, 2.22, 2.04], [3.43, 1.25, 0.15], [1.60, 0.74, 4.62], [0.06, -0.55, 4.75], [-2.95, -2.64, 2.53], [-1.93, -1.75, 0.48], [-2.93, -3.99, 4.30], [-2.80, -3.96, 6.05], [-1.34, -4.10, 5.07], [-4.23, -1.81, 4.36], [-3.55, -0.39, 5.15], [-4.11, -1.76, 6.12], [-0.41, -2.09, 6.37], [-1.93, -2.04, 7.26], [-1.36, -0.59, 6.45], [-3.51, 5.69, -1.22], [-2.49, 6.61, -1.46], [-1.21, 6.16, -1.75], [-0.93, 4.80, -1.78], [-1.96, 3.88, -1.54], [-3.24, 4.33, -1.27], [0.39, 4.44, -2.11], [0.71, 3.27, -1.84], [2.01, 2.84, -2.21], [3.00, 3.72, -2.68], [4.23, 3.22, -3.01], [4.48, 1.85, -2.89], [3.48, 1.01, -2.43], [2.20, 1.46, -2.06], [-4.51, 6.04, -1.01], [-2.70, 7.67, -1.44], [-0.41, 6.86, -1.95], [-1.74, 2.82, -1.60], [-4.03, 3.61, -1.10], [2.78, 4.78, -2.75], [5.01, 3.88, -3.37], [5.46, 1.46, -3.16], [3.72, -0.05, -2.34], [-5.27, 0.55, -0.94], [-5.75, 1.38, 0.05], [-4.86, 1.88, 0.99], [-3.52, 1.53, 0.91], [-3.05, 0.73, -0.06], [-3.91, 0.25, -0.95], [-2.54, 2.05, 1.90], [-2.90, 2.21, 3.23], [-1.96, 2.72, 4.12], [-0.71, 3.08, 3.65], [-0.45, 2.89, 2.30], [-1.32, 2.37, 1.44], [-5.93, 0.14, -1.70], [-6.79, 1.65, 0.09], [-5.20, 2.55, 1.77], [-3.49, -0.41, -1.71], [-3.88, 1.93, 3.57], [-2.21, 2.84, 5.17], [0.04, 3.49, 4.30], [0.51, 3.17, 1.88], [3.52, -2.62, 1.93], [3.50, -2.52, 0.40], [1.49, -2.30, -0.34], [0.72, -4.16, 0.43], [1.61, -5.37, 0.13], [1.80, -2.98, -2.38], [3.22, -3.38, -2.76], [4.53, -2.78, 2.30], [2.90, -3.45, 2.28], [3.14, -1.71, 2.40], [3.94, -3.40, -0.05], [4.07, -1.65, 0.07], [-0.27, -4.27, -0.01], [0.58, -4.04, 1.51], [1.79, -5.47, -0.94], [1.14, -6.29, 0.48], [2.57, -5.29, 0.63], [1.46, -2.15, -3.02], [1.10, -3.80, -2.54], [3.93, -2.56, -2.59], [3.27, -3.64, -3.82], [3.57, -4.24, -2.20], [-1.71, 1.29, -5.96], [-1.59, -0.16, -4.36], [0.46, -0.32, -5.01], [0.50, 0.22, -6.41], [1.59, -0.04, -7.23], [1.62, 0.45, -8.53], [0.56, 1.20, -9.01], [-0.53, 1.47, -8.19], [-0.56, 0.99, -6.88], [-1.63, 2.30, -5.55], [-2.67, 1.21, -6.47], [0.76, -1.37, -4.98], [1.09, 0.25, -4.32], [2.42, -0.63, -6.85], [2.47, 0.24, -9.17], [0.57, 1.58, -10.02], [-1.36, 2.06, -8.56], [-1.85, -2.78, -2.02], [-2.68, -3.95, -2.90], [-2.63, -5.25, -2.49], [-3.28, -6.28, -3.10], [-4.02, -6.05, -4.21], [-4.10, -4.73, -4.70], [-3.45, -3.71, -4.07], [-2.07, -5.42, -1.66], [-3.15, -7.25, -2.65], [-4.54, -6.86, -4.69], [-4.67, -4.53, -5.59], [-3.47, -2.70, -4.44]], "lumo_ev": -2.4, "charge": 1, "molar_mass_da": 1295.01, "e_homo_ev": -9.03, "relative_energy_kcal_mol": 48.60, "spin_multiplicity": 1}

No. 3
{"formula": "C7H9N4O3", "method": "wB97M-V/def2-TZVPD", "symbols": ["C", "C", "C", "C", "C", "C", "C", "N", "N", "N", "N", "O", "O", "O", "H", "H", "H", "H", "H", "H", "H", "H", "H"], "positions_angstrom": [[-0.55, 0.26, -0.24], [-0.03, 1.55, -0.40], [-1.99, 0.41, -0.12], [2.22, 0.89, 0.49], [1.30, -1.28, -0.14], [-2.33, 1.83, -0.08], [1.75, -2.67, -0.27], [0.03, -0.97, -0.14], [-0.99, 2.46, -0.38], [2.29, -0.43, 0.13], [-2.85, -0.52, 0.16], [-2.39, -1.77, 0.12], [-4.01, -0.29, 0.45], [3.34, 1.54, 0.32], [-3.00, 2.27, -0.72], [-2.75, 2.27, 0.97], [2.62, -2.58, -0.78], [0.97, -3.15, -0.87], [2.06, -2.91, 0.76], [-1.37, -1.92, -0.12], [-1.02, 3.44, -0.30], [3.28, -0.68, 0.18], [3.43, 2.24, 0.97]], "lumo_ev": [-5.5, -5.5], "charge": 1, "molar_mass_da": 197.17, "e_homo_ev": [-11.52, -12.55], "relative_energy_kcal_mol": 164.94, "spin_multiplicity": 1}